(1)
{
  "formula": "C33H111AlN45O25",
  "method": "wB97M-V/def2-TZVPD",
  "total_charge": 1,
  "e_homo_ev": -9.16,
  "fmax_ev_per_a": 8.6,
  "species": ["Al", "O", "C", "C", "O", "H", "H", "H", "H", "C", "C", "C", "C", "C", "C", "N", "O", "C", "C", "C", "H", "H", "H", "H", "H", "H", "H", "H", "H", "H", "H", "H", "H", "H", "H", "H", "H", "H", "H", "C", "O", "N", "N", "H", "H", "H", "H", "C", "O", "N", "N", "H", "H", "H", "H", "C", "O", "N", "N", "H", "H", "H", "H", "C", "O", "N", "N", "H", "H", "H", "H", "C", "O", "N", "N", "H", "H", "H", "H", "C", "O", "N", "N", "H", "H", "H", "H", "C", "O", "N", "N", "H", "H", "H", "H", "C", "O", "N", "N", "H", "H", "H", "H", "C", "O", "N", "N", "H", "H", "H", "H", "C", "O", "N", "N", "H", "H", "H", "H", "C", "O", "N", "N", "H", "H", "H", "H", "C", "O", "N", "N", "H", "H", "H", "H", "C", "O", "N", "N", "H", "H", "H", "H", "C", "O", "N", "N", "H", "H", "H", "H", "C", "O", "N", "N", "H", "H", "H", "H", "C", "O", "N", "N", "H", "H", "H", "H", "C", "O", "N", "N", "H", "H", "H", "H", "C", "O", "N", "N", "H", "H", "H", "H", "C", "O", "N", "N", "H", "H", "H", "H", "C", "O", "N", "N", "H", "H", "H", "H", "C", "O", "N", "N", "H", "H", "H", "H", "C", "O", "N", "N", "H", "H", "H", "H"],
  "positions_angstrom": [[14.13391, -5.56555, 15.34250], [13.91376, -5.88869, 18.47393], [15.02977, -6.48162, 19.13208], [16.41701, -7.04864, 18.37179], [16.49305, -6.80669, 16.99863], [14.61858, -7.24361, 19.79418], [15.33164, -5.78486, 19.91405], [16.67874, -8.10561, 18.42079], [17.22450, -6.53417, 18.89275], [16.22175, -3.39722, 27.77372], [15.09586, -3.71513, 26.77743], [15.38435, -5.08647, 26.08828], [14.23588, -5.60203, 25.20744], [12.95288, -5.62929, 26.06265], [12.66409, -4.37378, 26.86101], [13.79683, -3.80926, 27.52307], [13.53411, -2.83468, 28.52517], [11.89521, -3.32180, 26.04862], [11.60433, -4.86496, 27.96250], [15.09675, -2.57348, 25.65861], [16.33189, -4.01172, 28.66724], [16.23996, -2.35610, 28.09600], [17.16344, -3.50242, 27.23497], [16.38765, -5.13464, 25.66499], [15.38863, -5.74116, 26.95975], [14.51224, -6.55896, 24.76470], [14.09453, -4.96910, 24.33136], [13.04557, -6.58846, 26.57206], [12.26049, -5.86768, 25.25528], [10.86247, -3.56013, 25.79417], [11.86868, -2.39030, 26.61404], [12.46075, -3.07628, 25.14974], [10.83777, -4.18115, 28.32704], [10.84641, -5.55270, 27.58742], [12.15077, -5.33676, 28.77915], [14.67635, -1.66265, 26.08494], [14.52668, -2.74168, 24.74491], [16.14359, -2.47429, 25.37160], [13.48462, -3.36268, 29.32540], [17.47171, -11.84111, 20.88885], [18.04127, -12.20532, 21.91391], [17.48551, -10.66068, 20.36733], [16.69780, -12.54118, 20.18840], [17.86630, -9.85710, 20.84625], [17.16306, -10.49492, 19.42464], [16.42209, -13.47901, 20.44246], [16.41353, -12.10621, 19.32231], [17.13862, -6.75261, 22.70662], [17.39561, -5.72872, 22.15304], [17.87066, -7.20484, 23.60334], [16.13709, -7.49108, 22.47146], [18.77711, -6.77506, 23.48607], [17.53618, -7.72611, 24.40115], [15.48548, -7.21043, 21.75261], [15.88441, -8.27155, 23.06064], [18.05239, -2.35006, 22.90383], [18.14294, -1.43616, 23.75562], [17.47634, -2.22120, 21.75773], [18.67042, -3.54520, 23.08040], [17.30716, -3.05850, 21.21886], [16.88794, -1.41617, 21.59707], [19.28854, -3.62432, 23.87523], [18.56194, -4.27564, 22.39134], [20.47980, -8.14513, 21.14330], [20.63938, -7.56002, 22.21361], [19.51438, -7.95296, 20.32941], [21.26203, -9.10736, 20.75645], [18.70288, -7.48085, 20.70180], [19.50969, -8.28429, 19.37531], [21.96656, -9.35729, 21.43562], [21.07477, -9.63152, 19.91366], [14.82126, -11.24508, 17.23148], [15.81583, -11.33443, 17.85351], [14.20242, -12.17464, 16.57835], [14.27391, -10.07200, 17.17664], [13.22611, -12.00967, 16.37913], [14.51262, -13.13391, 16.63899], [13.45874, -10.06182, 16.58039], [14.76030, -9.31683, 17.63841], [15.91777, -10.44152, 24.24309], [15.17269, -9.68570, 24.90244], [15.59713, -10.96018, 23.12282], [17.07645, -10.86348, 24.71377], [14.70865, -10.71431, 22.71023], [16.23647, -11.54686, 22.60594], [17.39726, -10.57199, 25.62603], [17.49926, -11.66550, 24.26868], [17.81995, -5.36175, 13.58039], [16.75390, -5.80032, 13.98317], [18.52246, -4.46601, 14.18169], [18.46279, -5.77858, 12.52440], [18.27334, -4.41942, 15.15938], [19.44394, -4.12587, 13.94658], [19.30637, -5.37828, 12.13939], [18.04840, -6.60153, 12.11072], [9.49524, -2.97464, 20.79821], [8.39399, -3.41845, 21.09949], [9.69963, -1.65460, 20.59071], [10.59122, -3.66171, 20.81822], [8.92566, -1.01151, 20.67728], [10.59422, -1.18637, 20.61460], [10.61267, -4.62483, 21.12159], [11.39723, -3.27968, 20.34441], [11.87788, -8.72903, 15.32602], [12.30578, -7.66889, 15.60898], [12.60067, -9.70438, 14.86064], [10.64390, -9.04429, 15.47696], [13.47392, -9.32593, 14.52252], [12.17597, -10.57421, 14.57232], [9.93801, -8.34576, 15.66099], [10.44059, -9.99778, 15.21307], [17.37797, -3.19929, 17.15739], [16.58603, -3.73624, 16.40246], [18.11154, -2.20203, 16.79399], [17.68788, -3.65497, 18.34527], [17.98699, -1.74960, 15.89962], [18.72269, -1.78062, 17.47884], [18.50286, -3.45898, 18.90875], [17.29454, -4.58437, 18.38515], [11.71146, -9.17042, 24.49506], [10.58369, -9.29884, 24.11673], [12.29515, -9.68006, 25.49850], [12.47675, -8.32650, 23.89673], [13.27106, -9.62753, 25.75333], [11.66531, -10.28310, 26.00815], [12.06590, -7.72537, 23.19677], [13.43935, -8.22305, 24.18453], [18.91788, -14.06389, 16.80009], [19.29641, -14.61554, 15.76901], [18.83055, -14.55348, 18.00683], [18.43246, -12.84605, 16.88164], [18.13359, -14.02311, 18.50984], [18.89495, -15.52157, 18.28746], [18.41490, -12.48798, 17.82588], [18.72319, -12.28651, 16.09268], [9.98167, -5.21783, 16.76872], [10.95777, -4.90301, 16.11714], [9.80359, -5.14483, 18.05314], [8.95684, -5.74054, 16.14551], [10.54043, -4.75113, 18.62074], [8.87039, -5.26791, 18.41933], [8.17832, -5.97109, 16.74622], [9.11874, -5.95573, 15.17207], [12.72014, -2.03325, 17.18459], [12.96895, -2.99842, 16.45016], [13.51648, -1.06271, 17.32961], [11.65330, -1.64345, 17.86752], [14.39959, -1.02723, 16.84077], [13.22496, -0.23939, 17.83681], [11.70542, -1.03784, 18.67412], [10.76843, -2.08957, 17.67238], [15.88662, -9.11338, 14.31655], [14.98776, -8.24331, 14.26135], [16.01700, -10.02815, 13.32599], [16.81475, -9.22536, 15.18518], [16.89729, -10.51956, 13.26514], [15.38800, -9.85082, 12.55592], [17.63260, -9.81783, 15.17137], [16.80416, -8.50323, 15.89123], [21.34175, -3.29252, 21.10104], [21.37322, -2.07961, 21.36277], [20.94857, -3.73327, 19.92703], [21.59323, -4.16038, 22.00953], [20.98297, -4.70297, 19.64670], [20.70519, -2.95023, 19.33736], [21.58462, -3.87634, 22.97873], [21.44066, -5.12916, 21.76809], [10.81302, -8.14807, 20.06489], [10.03338, -8.79298, 20.76271], [11.37232, -7.08316, 20.42847], [11.24362, -8.47493, 18.93328], [11.03261, -6.64662, 21.27353], [12.09144, -6.61905, 19.89222], [11.66501, -7.72754, 18.40040], [10.83141, -9.25239, 18.43755], [20.20695, -8.50244, 11.68369], [20.53360, -8.59164, 10.53597], [21.02409, -8.14148, 12.61976], [19.02712, -8.74314, 12.13191], [21.96197, -8.02631, 12.26308], [20.76694, -8.16156, 13.59627], [18.81830, -8.51494, 13.09339], [18.19524, -8.90556, 11.58265], [12.50867, -11.30297, 21.51039], [12.86484, -12.46167, 21.23377], [13.10920, -10.15544, 21.15528], [11.41436, -11.22125, 22.25013], [12.78807, -9.34007, 21.65742], [13.52233, -10.15481, 20.23363], [10.99771, -10.30687, 22.35224], [10.83024, -12.04089, 22.33430], [13.84417, -3.21448, 21.33020], [13.80444, -2.27528, 22.14081], [14.01324, -4.45396, 21.71513], [13.90686, -3.24423, 20.06738], [14.28597, -5.19579, 21.08632], [14.25461, -4.51218, 22.69414], [13.91929, -4.10754, 19.54331], [13.96020, -2.39737, 19.51958], [15.48510, -2.08536, 13.59925], [15.12028, -3.02971, 14.22727], [14.68427, -1.46294, 12.73889], [16.76507, -1.61231, 13.55597], [13.88828, -1.97656, 12.38859], [15.20876, -0.92433, 12.06443], [17.43016, -2.16510, 14.07768], [17.02011, -0.88148, 12.90716], [19.94587, -7.63705, 16.59687], [20.93957, -7.86023, 15.95945], [19.37238, -6.42339, 16.74736], [19.21436, -8.53893, 17.10669], [19.67200, -5.75256, 16.05431], [18.43928, -6.48077, 17.12964], [19.38751, -9.50021, 16.84966], [18.26318, -8.22681, 17.24057]]
}

(2)
{
  "formula": "C5H42NO15",
  "method": "wB97M-V/def2-TZVPD",
  "total_charge": 1,
  "de_lowest_kj_mol": 253.8,
  "e_homo_ev": -12.21,
  "fmax_ev_per_a": 3.2,
  "species": ["C", "C", "C", "C", "C", "N", "H", "H", "H", "H", "H", "H", "H", "H", "H", "H", "H", "H", "H", "H", "O", "H", "H", "O", "H", "H", "O", "H", "H", "O", "H", "H", "O", "H", "H", "O", "H", "H", "O", "H", "H", "O", "H", "H", "O", "H", "H", "O", "H", "H", "O", "H", "H", "O", "H", "H", "O", "H", "H", "O", "H", "H", "O"],
  "positions_angstrom": [[0.81664, -0.88656, -0.73536], [0.26499, 0.14114, 0.20063], [1.41387, 0.92093, 0.95900], [2.57276, 0.69625, 3.22378], [2.24809, 0.23810, 2.01275], [0.90388, -0.46918, -2.17925], [1.83602, -1.12930, -0.34500], [0.35546, -1.84847, -0.47985], [-0.45046, -0.38608, 0.90177], [-0.40668, 0.89019, -0.22257], [1.93256, 1.33293, 0.05717], [0.99971, 1.81549, 1.51283], [2.26137, 1.69721, 3.43794], [3.26904, 0.25571, 3.89472], [2.68764, -0.65116, 1.67956], [0.10009, 0.23770, -2.18055], [0.87188, -1.40025, -2.62863], [1.80087, -0.11252, -2.47290], [-0.09035, 3.49020, 2.44954], [-0.71925, 3.70423, 1.08905], [-0.05483, 4.09102, 1.69271], [0.61778, 2.00716, -3.65008], [0.04106, 2.63363, -2.43350], [-0.07526, 1.83008, -2.95912], [0.60153, -3.81819, 2.18892], [0.40771, -5.10829, 1.44391], [0.43890, -4.13320, 1.29179], [-0.91720, -3.62794, 0.11354], [-0.86701, -4.63133, -0.95703], [-1.17154, -3.73086, -0.82180], [2.08746, 4.49907, -0.82379], [1.07462, 3.55346, -0.20477], [1.51492, 3.76171, -1.05045], [4.28568, 0.31508, -1.89176], [3.44429, 0.74084, -0.66965], [3.79719, -0.01111, -1.13825], [0.82959, -2.07926, 3.83668], [-0.64397, -1.89075, 3.42980], [0.00695, -2.55223, 3.69382], [-1.80047, 1.09675, 2.76365], [-0.55376, 0.54873, 3.07667], [-0.88300, 1.43317, 2.86541], [-2.58484, -1.14964, -2.08862], [-2.28239, 0.25765, -1.90798], [-1.85532, -0.53168, -2.27129], [2.08727, 2.37035, -2.01264], [3.27858, 2.17815, -3.00230], [2.55658, 1.72169, -2.56936], [-0.49857, -3.05438, -3.71672], [-0.89276, -1.58600, -3.44673], [-0.19438, -2.14942, -3.87177], [-4.01633, -2.74977, -1.32078], [-2.72225, -2.87783, -0.67912], [-3.42512, -2.20490, -0.78583], [-1.90602, 3.72234, -0.46291], [-2.19311, 2.40707, 0.14405], [-1.44548, 2.92331, -0.16924], [-2.98169, -1.22296, 3.35938], [-2.78229, -1.09565, 1.90503], [-2.41109, -0.74962, 2.72629], [-4.08260, 0.54025, 0.26860], [-3.36713, -0.57573, -0.16815], [-3.12982, 0.36264, 0.09877]]
}

(3)
{
  "formula": "H10O4S",
  "method": "wB97M-V/def2-TZVPD",
  "smiles": "O.O.O.O.S",
  "de_lowest_kj_mol": 101.3,
  "e_homo_ev": -9.78,
  "fmax_ev_per_a": 1.1,
  "species": ["O", "H", "H", "O", "H", "H", "O", "H", "H", "O", "H", "H", "S", "H", "H"],
  "positions_angstrom": [[-0.65758, 2.53788, 0.51773], [-0.10915, 3.13600, -0.00291], [-0.46899, 1.69893, 0.07082], [-0.00484, 0.20543, -1.27841], [-0.13769, 0.61052, -2.13561], [0.76445, -0.35791, -1.45538], [1.01129, -3.18105, 0.73177], [0.75235, -2.26442, 0.55915], [1.18008, -3.03116, 1.66902], [2.28440, 1.37212, 0.03128], [1.48784, 0.98129, -0.37036], [1.83417, 1.85590, 0.73918], [-2.12020, -1.01691, 0.03666], [-3.28844, -1.50312, -0.43319], [-2.52771, -1.04350, 1.32028]]
}

(4)
{
  "formula": "C2H3FORb",
  "method": "wB97M-V/def2-TZVPD",
  "s_squared": 0.77,
  "spin_multiplicity": 2,
  "de_lowest_kj_mol": 0.0,
  "e_homo_ev": [-8.10, -8.10],
  "fmax_ev_per_a": 0.8,
  "species": ["C", "C", "O", "F", "H", "H", "Rb", "H"],
  "positions_angstrom": [[0.48126, 1.10811, 1.22784], [1.29552, 0.12297, 0.60248], [0.91197, -0.56183, -0.35702], [-3.96843, -1.76137, -2.82201], [-0.49587, 1.35459, 0.80925], [2.33665, 0.01459, 0.95346], [-1.43163, -1.94262, -2.49466], [0.87053, 1.66557, 2.08066]]
}

(5)
{
  "formula": "C5H7N2",
  "method": "wB97M-V/def2-TZVPD",
  "total_charge": 1,
  "smiles": "C/[NH+]=C1/C=CC=N1",
  "de_lowest_kj_mol": 300.7,
  "e_homo_ev": -15.06,
  "fmax_ev_per_a": 4.3,
  "species": ["C", "N", "C", "C", "C", "C", "N", "H", "H", "H", "H", "H", "H", "H"],
  "positions_angstrom": [[1.55153, -0.43177, 1.25407], [0.30356, 0.19341, 1.02641], [-0.29580, 0.16286, -0.15011], [-1.70216, 0.69839, -0.60966], [-1.81184, 0.26479, -1.88389], [-0.49360, -0.42186, -2.20994], [0.29013, -0.52115, -1.17650], [2.30517, 0.39817, 1.24994], [1.67397, -0.81533, 2.22279], [1.58645, -1.26807, 0.40454], [-0.15286, 0.77019, 1.83320], [-2.47437, 1.14829, 0.06496], [-2.58981, 0.60579, -2.60937], [-0.39078, -0.84002, -3.28192]]
}

(6)
{
  "formula": "C4H7NO",
  "method": "wB97M-V/def2-TZVPD",
  "smiles": "[O-]/C=C/[NH+]1CC1",
  "de_lowest_kj_mol": 381.6,
  "e_homo_ev": -7.26,
  "fmax_ev_per_a": 0.3,
  "species": ["O", "C", "C", "N", "C", "C", "H", "H", "H", "H", "H", "H", "H"],
  "positions_angstrom": [[-2.77174, -0.78323, 1.50304], [-1.89661, -0.41170, 0.71820], [-0.59555, 0.01093, 1.02299], [0.20772, 0.57094, -0.05039], [0.63638, -0.28357, -1.18098], [1.62503, 0.16721, -0.18670], [-2.11136, -0.42652, -0.38927], [-0.26438, 0.29032, 2.01498], [0.06617, 1.54050, -0.35438], [0.59812, 0.18584, -2.15778], [0.25860, -1.29483, -1.09368], [1.93778, -0.54177, 0.57107], [2.30986, 0.97588, -0.41708]]
}

(7)
{
  "formula": "C8H10KN2O8S2",
  "method": "wB97M-V/def2-TZVPD",
  "total_charge": -3,
  "de_lowest_kj_mol": 48.9,
  "e_homo_ev": 2.67,
  "fmax_ev_per_a": 4.7,
  "species": ["K", "S", "O", "O", "O", "O", "S", "O", "O", "O", "O", "N", "C", "C", "C", "C", "H", "H", "H", "H", "H", "N", "C", "C", "C", "C", "H", "H", "H", "H", "H"],
  "positions_angstrom": [[1.41375, -0.98474, 0.49177], [5.92321, 1.97077, 0.98928], [6.60799, 2.58473, 2.13590], [6.59657, 2.38979, -0.24944], [5.72769, 0.52405, 1.10961], [4.64368, 2.59484, 0.84661], [0.27134, 1.68762, -4.26718], [-0.57441, 0.94186, -3.37813], [0.27602, 3.08881, -3.90743], [1.63888, 1.32414, -4.04316], [-0.02839, 1.51563, -5.66942], [0.06870, -5.43869, -1.91359], [1.04633, -5.56878, -0.93418], [0.39521, -5.69401, 0.32575], [-0.99463, -5.35338, 0.08576], [-1.11588, -5.26064, -1.28297], [0.10158, -5.46839, -2.92262], [2.07292, -5.72942, -1.22865], [0.85634, -5.98693, 1.25740], [-1.82726, -5.36085, 0.77356], [-1.96114, -5.12599, -1.94161], [-2.69103, 3.21346, 1.43587], [-1.96797, 3.97810, 2.30254], [-2.82784, 4.36220, 3.27917], [-4.08652, 3.75041, 3.08884], [-4.03381, 3.20611, 1.82866], [-2.31635, 2.82456, 0.58236], [-0.93359, 4.23951, 2.13484], [-2.55661, 5.04408, 4.07156], [-4.89249, 3.90311, 3.79133], [-4.83223, 2.82796, 1.20743]]
}

(8)
{
  "formula": "C3H11O2PSi",
  "method": "wB97M-V/def2-TZVPD",
  "smiles": "C=[Si](C)C.OPO",
  "de_lowest_kj_mol": 63.9,
  "e_homo_ev": -7.84,
  "fmax_ev_per_a": 3.5,
  "species": ["C", "Si", "C", "C", "H", "H", "H", "H", "H", "H", "H", "H", "O", "P", "O", "H", "H", "H"],
  "positions_angstrom": [[-3.64407, 0.14451, 0.68457], [-2.01243, 0.12398, 0.00759], [-0.88784, 1.68659, 0.21645], [-1.24114, -1.38404, -0.69361], [-4.22675, -0.73789, 0.70229], [-4.03000, 1.06470, 1.10796], [-0.37948, 1.59892, 1.08619], [-0.21882, 2.26556, -0.48461], [-1.62588, 2.44684, 0.48594], [-1.29550, -1.43334, -1.80439], [-0.20499, -1.13842, -0.39290], [-1.61166, -2.30161, -0.34399], [4.20330, 0.56014, -0.87677], [3.01281, -0.25092, -0.07445], [3.77988, -1.41963, 0.64848], [4.02799, 1.53169, -0.69570], [2.56864, -1.14917, -1.16786], [3.78596, -1.60792, 1.59483]]
}